172
Properties=species:S:1:pos:R:3:forces:R:3 method="wB97M-V/def2-TZVPD" total_charge=0 homo_energy_ev=-7.16 e_tot_ev=-164229.731 spin_multiplicity=1 homo_lumo_gap_ev=4.2
C 1.9443 0.2653 10.0623 0.7 -0.6 0.6
C 0.6399 0.7566 10.9252 0.7 0.3 0.6
C -0.3774 1.7706 10.1358 -0.2 -0.5 0.1
C -0.4841 1.5326 8.5176 -1.2 1.0 -0.1
C -1.5199 0.2888 8.0964 1.6 0.2 0.5
C -0.9715 -0.2814 6.6598 -0.8 0.1 -0.4
C -2.1905 -0.6279 5.5725 0.9 -0.5 -0.2
C -1.4051 -1.3459 4.2826 0.2 1.1 2.1
N -2.3432 -1.7742 3.1751 2.4 -1.3 -1.7
C -2.8615 -3.1913 3.3848 -1.2 -0.8 0.0
C -4.3681 -3.2781 4.0253 -0.3 -0.6 0.8
C -4.5298 -4.8169 4.6471 -0.9 0.0 -0.2
C -5.8149 -5.6370 4.0279 -0.4 -1.0 0.0
C -5.4847 -7.2503 3.7435 0.2 -0.1 0.2
C -6.2881 -8.2643 4.7575 -0.3 -1.0 -0.4
C -7.3102 -9.3173 3.9696 -0.4 -1.0 0.4
C -6.7322 -10.8802 3.9951 0.4 0.4 -0.4
C -1.4276 -1.9071 1.9398 2.3 -0.2 0.5
S 0.1183 -2.6687 2.0253 -3.0 1.5 -0.3
S -1.9726 -1.1970 0.2939 0.0 0.3 1.0
C -0.7404 0.0564 -0.3742 2.2 1.2 -0.3
C -0.4175 -0.1644 -1.9833 -0.4 -0.5 0.3
C 1.2050 -0.3638 -2.2256 0.0 0.1 -0.7
C 1.6503 0.0202 -3.7804 -0.7 2.2 -2.2
C 1.1290 1.4585 -4.3704 2.5 -3.4 -1.4
C 1.5251 1.9324 -5.9173 1.8 -2.2 1.0
N 1.0345 3.2900 -6.3697 1.1 -4.5 -3.7
C 1.1073 3.4469 -7.7319 -0.4 0.0 1.1
C 2.4871 3.8351 -8.5742 0.1 -1.3 0.1
C -0.3097 3.2829 -8.6037 0.2 1.7 0.5
C 2.4133 0.8688 -6.7939 -1.0 0.2 2.5
C 2.9487 -0.5891 -6.1907 -0.5 0.3 0.1
N 3.7593 -1.4465 -7.1207 -0.9 -2.4 5.7
C 4.2004 -2.7300 -6.4764 -2.0 2.8 1.7
C 3.8200 -3.1217 -4.9433 -0.9 1.8 -0.5
N 2.9733 -2.3208 -3.9936 2.3 1.4 -7.0
C 2.5631 -1.0487 -4.6795 -0.4 1.1 0.3
H 1.6863 -0.1911 9.0094 0.4 1.0 2.1
H 2.7862 1.0953 9.9429 -2.1 -1.7 0.1
H 2.4640 -0.6165 10.6759 -1.1 1.8 -1.3
H 0.0850 -0.1687 11.4003 1.0 1.8 -1.2
H 1.0704 1.3729 11.8525 -0.9 -1.4 -1.9
H -0.0518 2.8675 10.4064 -0.7 -2.1 -0.8
H -1.4613 1.5831 10.5772 2.2 0.6 -0.9
H -1.0072 2.5097 8.0736 1.2 -1.9 0.9
H 0.5497 1.4540 7.9593 -2.0 0.0 1.4
H -1.4319 -0.5556 8.9285 -0.4 1.7 -1.8
H -2.6141 0.7097 8.0791 2.1 -0.9 -0.1
H -0.2879 0.5438 6.1396 -1.4 -1.8 1.1
H -0.3057 -1.2507 6.8624 -1.5 2.1 -0.6
H -2.7542 0.3428 5.2064 1.2 -1.9 0.8
H -2.9830 -1.3593 6.0578 1.7 1.4 -1.0
H -0.7978 -2.2456 4.7548 -1.1 1.7 -1.2
H -0.6320 -0.5290 3.8868 -1.8 -1.9 0.8
H -2.1528 -3.8266 4.0751 -1.1 1.3 -1.3
H -2.8958 -3.7164 2.3300 0.0 0.9 2.2
H -4.5549 -2.5516 4.9381 0.7 -1.2 -2.1
H -5.2402 -3.0619 3.2458 2.1 -0.5 1.5
H -3.5731 -5.4565 4.4263 -1.7 1.3 0.5
H -4.7071 -4.7488 5.8192 0.7 -0.2 -2.5
H -6.2295 -5.1970 3.0190 1.0 -0.6 2.0
H -6.7170 -5.6388 4.7910 1.8 0.2 -1.5
H -4.3232 -7.4764 3.8993 -2.5 0.7 -0.5
H -5.7620 -7.5294 2.6221 0.6 0.6 2.4
H -6.9473 -7.7262 5.5638 1.5 -0.7 -1.5
H -5.4863 -8.9410 5.3010 -1.7 1.5 -0.9
H -8.3772 -9.3708 4.5013 2.3 0.4 -1.1
H -7.4895 -9.0207 2.8396 0.4 -0.4 2.4
H -5.9930 -10.9907 3.0931 -1.3 0.1 1.7
H -7.5910 -11.6784 3.8555 1.8 1.7 0.4
H -6.1045 -11.0987 4.9788 -1.6 0.4 -2.0
H -1.1030 1.1845 -0.2587 0.4 -2.6 0.1
H 0.2933 -0.0180 0.2029 -2.3 -0.1 -1.0
H -0.9849 -1.1480 -2.3400 1.3 2.2 0.6
H -0.8769 0.7482 -2.5555 1.1 -1.8 1.0
H 1.4338 -1.4992 -1.9788 -0.2 2.5 -0.7
H 1.8427 0.3351 -1.5059 -1.5 -1.5 -1.5
H 0.4658 2.1887 -3.7378 1.5 -1.7 -1.3
H 3.4512 3.8239 -7.8828 -2.3 0.2 -1.3
H 2.6659 2.9530 -9.3583 -0.6 1.9 1.5
H 2.3880 4.8316 -9.1942 0.0 -2.0 1.4
H -1.0664 4.0725 -8.1329 1.6 -1.7 -0.9
H -0.8086 2.2317 -8.4730 1.4 1.9 -0.1
H -0.1813 3.5827 -9.7308 -0.1 -0.8 2.2
H 2.7006 1.1313 -7.9198 -0.7 -0.8 2.8
H 4.8619 -3.4679 -7.1292 -1.6 1.8 1.6
H 4.2575 -4.1519 -4.5282 -1.2 2.6 -0.9
C 7.0834 4.6333 8.7418 0.6 0.3 0.1
O 6.2510 3.5075 8.9513 -1.2 2.8 -0.3
P 4.8362 3.4943 7.9556 -0.3 -9.4 -0.2
O 4.2515 2.3518 8.7924 0.1 1.9 0.3
O 5.7571 2.8525 6.7370 -0.9 1.2 -0.4
C 6.5453 1.7026 6.9938 0.7 -0.1 0.1
O 3.4215 3.4812 6.9600 1.2 2.5 0.9
C 3.4488 2.9531 5.6493 0.0 0.3 -0.9
H 8.0109 4.4918 9.3058 -0.2 0.0 -0.1
H 7.3315 4.7422 7.6811 0.1 0.1 0.0
H 6.5807 5.5348 9.0979 0.2 0.1 0.0
H 6.2022 1.1358 7.8597 -0.1 0.2 0.1
H 7.5849 2.0071 7.1435 0.0 -0.1 0.1
H 6.5085 1.0485 6.1181 -0.1 0.2 0.0
H 3.7080 1.8908 5.6673 0.2 0.1 0.1
H 4.1493 3.5214 5.0242 -0.3 -0.4 0.0
H 2.4523 3.0584 5.2179 0.0 0.3 0.2
C -0.2808 -4.3505 13.7292 0.4 -0.3 0.5
O -1.0518 -3.2423 13.3028 1.8 -1.5 -2.0
P -1.7974 -3.4676 11.7580 -7.1 5.7 2.3
O -2.1585 -1.9794 11.7092 1.6 -0.9 -0.4
O -3.0160 -4.2928 12.5191 0.6 -0.7 -1.3
C -3.6716 -3.6980 13.6263 0.0 -0.1 0.7
O -2.5429 -3.6931 10.2133 2.4 -1.4 0.6
C -3.7918 -4.3425 10.0866 -0.2 -0.8 -0.2
H 0.0366 -4.1783 14.7626 -0.1 0.0 -0.2
H -0.8703 -5.2722 13.6928 0.0 -0.1 0.0
H 0.6020 -4.4514 13.0946 0.1 -0.1 0.2
H -3.5618 -2.6136 13.6541 0.2 0.0 -0.2
H -3.2775 -4.1302 14.5503 -0.1 0.2 0.0
H -4.7381 -3.9343 13.5718 0.1 -0.1 -0.2
H -4.5695 -3.7898 10.6212 0.2 -0.1 0.1
H -3.7217 -5.3767 10.4470 -0.3 0.3 0.0
H -4.0551 -4.3729 9.0282 0.3 0.1 -0.1
C 1.2487 7.7623 1.2750 -0.1 0.5 -0.5
O 1.2519 6.4213 1.7286 2.1 2.0 1.0
P 1.5558 6.2619 3.4243 -5.2 -7.8 0.4
O 1.7492 4.7517 3.2531 1.2 1.4 -0.3
O -0.0493 6.5722 3.6933 1.0 0.8 0.9
C -1.0285 5.8186 2.9985 -0.5 0.1 -0.6
O 1.8598 6.1027 5.1199 1.1 2.2 -1.4
C 0.8152 6.1989 6.0670 -0.3 0.7 0.5
H 0.9162 7.7775 0.2321 0.1 -0.1 0.2
H 0.5624 8.3731 1.8703 0.0 0.1 0.0
H 2.2578 8.1746 1.3361 -0.1 0.2 -0.2
H -0.6474 4.8684 2.6232 0.2 0.1 0.0
H -1.4140 6.4135 2.1659 0.0 -0.2 0.0
H -1.8599 5.6112 3.6781 0.2 0.2 0.1
H 0.0759 5.4091 5.9068 0.0 0.2 -0.2
H 0.3503 7.1920 6.0219 -0.1 -0.4 0.1
H 1.2441 6.0739 7.0624 0.3 0.0 -0.1
C -2.1452 3.2864 -15.9584 -0.2 -0.2 -0.7
O -1.7041 4.2611 -15.0312 -1.3 -2.6 1.0
P -0.9234 3.5931 -13.6393 5.3 7.6 1.0
O -0.9806 4.9580 -12.9455 -1.3 -1.3 -0.1
O 0.4728 3.4980 -14.5263 -0.3 -1.2 0.7
C 0.9406 4.6478 -15.2108 0.0 0.2 -0.6
O -0.1428 2.9250 -12.2475 -2.0 -1.5 -1.3
C 1.2358 2.6136 -12.2554 0.4 -0.8 -0.3
H -2.4986 3.7967 -16.8601 0.0 0.0 0.2
H -1.3271 2.6134 -16.2347 0.0 -0.1 -0.1
H -2.9664 2.7113 -15.5261 -0.1 -0.1 -0.3
H 0.5399 5.5773 -14.8052 -0.2 -0.1 0.1
H 0.6777 4.5662 -16.2691 0.0 0.2 0.0
H 2.0311 4.6820 -15.1360 -0.1 -0.2 0.1
H 1.8332 3.5140 -12.4245 -0.1 0.0 -0.2
H 1.4492 1.8484 -13.0124 0.2 0.3 0.2
H 1.4988 2.2029 -11.2794 -0.3 0.0 0.1
C 4.6373 1.0959 -16.7855 0.7 0.2 -0.2
O 3.7888 0.4047 -15.8874 -1.0 2.6 -1.4
P 2.1542 0.2717 -16.4384 -1.1 -8.1 4.7
O 1.7199 -0.2106 -15.0505 0.2 1.8 -0.6
O 2.6154 -1.0373 -17.3434 -0.9 1.1 -0.8
C 3.3215 -2.0977 -16.7216 0.7 -0.3 0.0
O 0.5198 0.1388 -16.9896 1.5 2.3 -0.9
C 0.1153 -0.9091 -17.8473 -0.1 0.0 -0.9
H 5.6679 1.0135 -16.4258 -0.2 0.0 0.0
H 4.5803 0.6604 -17.7882 0.1 0.0 0.0
H 4.3535 2.1495 -16.8237 0.3 0.1 -0.1
H 3.1848 -2.1238 -15.6401 -0.1 0.2 0.0
H 4.3858 -2.0043 -16.9544 -0.1 -0.1 0.1
H 2.9677 -3.0460 -17.1358 -0.1 0.2 -0.1
H 0.2579 -1.8796 -17.3637 0.2 0.1 -0.1
H 0.6614 -0.8558 -18.7977 -0.2 -0.3 0.2
H -0.9469 -0.7833 -18.0629 0.0 0.3 0.1

---

159
Properties=species:S:1:pos:R:3:forces:R:3 method="wB97M-V/def2-TZVPD" total_charge=0 homo_energy_ev=-7.98 e_tot_ev=-70106.016 spin_multiplicity=1 e_above_lowest_ev=2.8350 homo_lumo_gap_ev=8.6
C -0.0591 -5.8295 -0.9691 -0.1 -0.3 1.6
C 1.0172 -4.8591 -0.4789 -0.6 0.6 -0.8
C 1.4144 -4.0331 -1.6910 0.3 -0.1 -1.2
C 0.3224 -3.9700 0.5154 -0.6 0.9 0.7
C 1.2871 -3.0125 1.2427 -1.1 -1.0 0.0
C 2.2746 -3.9596 1.9714 -0.7 2.7 -0.4
C 3.0379 -4.8162 1.0182 1.1 0.2 -0.7
C 4.0829 -4.0486 0.1416 0.2 0.6 0.7
C 3.7867 -5.7298 1.9817 0.3 -0.5 -0.7
N 2.0752 -5.5806 0.2138 0.1 0.1 0.4
O 2.8129 -6.3257 -0.7479 -0.2 -0.6 0.3
H -0.0313 -6.6772 -0.2801 -0.2 -0.2 -0.3
H -1.0077 -5.3307 -0.8291 -0.4 0.0 0.0
H -0.0469 -6.1402 -1.9814 0.6 -0.4 -1.0
H 2.0699 -3.1902 -1.5766 0.3 0.6 0.7
H 1.9772 -4.6731 -2.3632 -0.1 -0.2 -0.3
H 0.5275 -3.6587 -2.2374 0.3 -0.3 0.3
H -0.5062 -3.4288 -0.0065 0.6 -0.3 0.4
H -0.1470 -4.6138 1.2888 0.1 0.3 -0.3
H 1.7899 -2.3332 0.5370 0.0 -0.3 0.3
H 0.6240 -2.4119 1.8953 0.8 -0.1 0.1
H 1.7667 -4.6556 2.6267 -0.4 0.4 0.4
H 2.9602 -3.3003 2.5160 0.1 -0.5 0.3
H 3.8862 -2.9564 0.1198 0.0 -0.6 -0.1
H 4.1559 -4.4184 -0.8840 -0.1 0.0 0.2
H 5.0685 -4.1806 0.6240 -0.3 0.2 -0.4
H 4.2815 -6.5425 1.4628 0.1 -0.3 -0.1
H 3.0676 -6.1206 2.6851 0.1 -0.4 0.4
H 4.5693 -5.1634 2.4854 -0.2 0.0 0.2
H 2.7017 -7.1930 -0.3425 0.3 -0.2 -0.6
C 1.3703 4.5925 -0.9717 0.6 -1.9 1.4
C 0.8927 4.3694 0.4716 -0.1 1.8 -0.2
C 1.7037 3.3072 1.1604 -0.2 -1.2 0.3
C 1.0199 5.7144 1.2328 -0.2 -0.8 1.5
C -0.0311 6.7346 0.8818 -0.6 -1.6 -1.3
C -1.4350 6.1405 1.0444 -0.1 -0.9 -0.2
C -1.6655 4.8056 0.2828 0.7 0.4 -0.1
C -2.8706 4.0152 0.8289 0.4 1.2 0.1
C -1.9580 5.1435 -1.1945 -1.3 0.1 0.2
N -0.4928 3.9172 0.5091 -1.2 0.5 0.4
O -0.6580 2.8839 -0.4294 0.1 -0.3 -0.3
H 0.8445 5.3678 -1.4412 -0.8 0.8 -1.0
H 2.4134 4.8298 -0.9293 0.7 0.3 -0.1
H 1.2816 3.6004 -1.4218 -0.1 0.5 -0.6
H 2.7455 3.3328 0.9063 0.6 0.0 -0.4
H 1.6725 3.3837 2.2377 -0.2 0.3 0.4
H 1.2972 2.2952 0.9660 0.5 0.6 -0.2
H 1.0494 5.5355 2.3320 -0.5 -0.1 -0.5
H 1.9941 6.1243 1.0777 0.8 0.2 -0.5
H 0.0557 7.6118 1.4427 0.2 1.4 1.1
H 0.1843 7.0206 -0.1478 -0.4 0.2 -0.3
H -2.2318 6.8050 0.7715 -0.3 0.6 -0.6
H -1.6716 5.9595 2.0766 0.4 -0.2 0.9
H -2.7724 3.9573 1.9009 0.0 -0.2 0.6
H -2.9411 3.0415 0.3815 0.0 -0.4 -0.2
H -3.7810 4.5626 0.6238 -0.3 0.1 0.0
H -1.5891 4.3773 -1.8763 -0.5 -0.1 0.0
H -1.5250 6.0776 -1.4963 0.5 0.6 -0.1
H -3.0853 5.3385 -1.2418 1.5 -0.6 -0.4
H -0.4979 2.0935 0.0979 -0.1 -0.6 0.0
C -0.4591 3.5002 4.2987 0.2 0.0 0.5
C -0.5781 1.9746 4.6396 -0.5 1.7 -0.9
C 0.6835 1.3742 4.1117 1.0 -1.5 -0.5
C -0.7521 1.8323 6.1472 -0.5 0.0 0.4
C -1.0199 0.3675 6.4966 0.4 0.8 0.5
C -2.2881 -0.1471 5.8053 1.0 1.5 0.5
C -2.1925 0.0351 4.2695 0.0 -0.6 1.0
C -1.2983 -1.0684 3.6249 -0.3 -0.3 2.3
C -3.5852 -0.2516 3.7555 -0.5 0.6 -0.2
N -1.8259 1.4316 4.0092 0.3 -0.1 -0.3
O -1.6785 1.4496 2.5806 0.2 0.1 0.2
H -1.3038 4.0643 4.6461 -0.8 0.1 0.4
H 0.3964 3.8971 4.8729 -0.2 -0.2 -0.3
H -0.3230 3.8186 3.2554 0.1 -0.8 0.1
H 1.5773 1.8766 4.4865 -0.1 0.2 0.2
H 0.7616 0.3179 4.4465 0.2 0.6 -0.6
H 0.7491 1.4584 3.0006 -0.3 -0.3 0.9
H 0.1500 2.2248 6.6677 -0.6 -0.2 -0.3
H -1.6579 2.4161 6.4560 0.8 -0.2 -0.2
H -0.1259 -0.1765 6.2481 0.3 -0.7 -0.8
H -0.9616 0.2155 7.5749 -0.9 0.2 0.2
H -3.1833 0.4047 6.1773 0.6 -0.2 -0.2
H -2.3662 -1.1496 6.1504 -0.5 -1.2 -0.4
H -0.4685 -1.3186 4.2801 0.4 0.2 0.0
H -0.9034 -0.8421 2.6639 -0.2 0.1 -0.8
H -1.8922 -1.9880 3.7047 0.0 0.1 -0.8
H -4.3016 0.5760 3.9345 0.5 -0.4 0.0
H -3.9123 -1.1258 4.3166 -0.3 -0.2 -0.4
H -3.5276 -0.4512 2.6894 -0.3 -0.1 0.0
H -2.0981 2.2713 2.3225 -0.1 0.2 -0.2
C 7.9008 -0.8946 -2.8236 -0.3 -1.3 0.0
C 6.8537 0.1581 -2.9831 -0.1 1.8 0.7
C 7.0122 1.1343 -1.7157 0.7 -0.6 -1.4
C 7.1407 0.8943 -4.3146 -1.9 0.7 0.4
C 5.9138 1.7693 -4.6838 0.8 -0.1 0.3
C 4.6864 0.8876 -4.7998 0.5 0.9 0.6
C 4.3353 0.3290 -3.4315 -0.7 -0.9 0.7
C 3.8043 1.3502 -2.3690 -0.5 -1.0 -1.0
C 3.2002 -0.6847 -3.6071 -0.2 -0.7 -0.5
N 5.5200 -0.4858 -3.0323 0.7 0.3 -0.5
O 5.3226 -1.0462 -1.7557 -0.6 -0.5 0.8
H 7.7176 -1.6687 -3.5946 0.4 0.2 0.4
H 7.8176 -1.3416 -1.8304 0.1 -0.2 -0.1
H 8.8995 -0.4844 -2.9126 0.1 0.1 -0.2
H 8.0711 1.3857 -1.6149 0.2 -0.4 0.1
H 6.6910 0.6012 -0.8143 -0.2 0.5 -0.2
H 6.6091 2.1228 -1.8814 -0.9 0.0 0.2
H 7.9826 1.5564 -4.1330 0.4 -0.3 -0.4
H 7.2467 0.1839 -5.1356 0.6 -0.1 0.1
H 6.1001 2.3829 -5.5678 0.0 -0.2 -0.1
H 5.7855 2.4512 -3.8505 -0.2 0.4 0.0
H 4.9518 0.0577 -5.4246 -0.2 -0.6 -0.6
H 3.8606 1.4381 -5.2387 -0.3 0.0 0.0
H 2.7621 1.5954 -2.6085 0.2 -0.1 -0.1
H 3.8040 0.8859 -1.3955 0.1 -0.1 0.3
H 4.3066 2.2754 -2.3300 0.9 1.0 0.1
H 2.8176 -1.0516 -2.6808 -0.2 0.1 1.1
H 2.3383 -0.2661 -4.1351 0.2 0.1 -0.1
H 3.5064 -1.6253 -4.0896 0.2 0.5 -0.4
H 5.5141 -1.9959 -1.8219 -0.2 0.4 -0.3
C -5.1474 -2.6002 -0.1022 -0.1 1.4 -1.2
C -5.1626 -1.1618 -0.7933 0.1 -1.5 0.1
C -4.6347 -0.2007 0.2434 0.2 0.7 -0.1
C -4.2243 -1.1548 -2.0097 0.2 -0.9 -0.3
C -4.7937 -1.9521 -3.2233 0.7 0.3 1.0
C -6.1339 -1.4007 -3.5990 0.2 -0.5 1.5
C -7.1024 -1.3385 -2.4027 -0.3 0.8 -0.8
C -8.2011 -0.4035 -2.9288 -0.6 0.2 1.3
C -7.7529 -2.6323 -2.0246 0.1 -1.9 -1.6
N -6.4526 -0.6589 -1.3105 1.5 -0.1 1.0
O -7.3019 -0.6370 -0.1735 -0.7 0.9 -0.2
H -5.9940 -2.7078 0.5523 -0.6 -0.2 0.0
H -5.1063 -3.3414 -0.9019 0.0 -0.3 0.5
H -4.2830 -2.6351 0.5519 0.4 -0.2 -0.2
H -3.5835 -0.4232 0.3837 0.4 0.2 0.0
H -4.7426 0.7866 -0.1834 0.2 0.6 0.0
H -5.0647 -0.1691 1.2448 -0.5 -0.4 -0.3
H -4.0614 -0.1189 -2.2890 0.1 0.3 -0.2
H -3.2428 -1.5780 -1.7318 -0.3 0.2 0.0
H -4.0874 -1.9238 -4.0448 0.1 0.2 -0.3
H -4.8679 -3.0030 -2.9727 -0.1 -0.4 0.2
H -6.6100 -2.0001 -4.3390 -0.4 -0.3 -0.9
H -5.9998 -0.3942 -3.9225 0.0 0.8 -0.6
H -9.0818 -0.3325 -2.2609 0.5 -0.1 -0.1
H -8.5559 -0.8103 -3.8533 -0.2 0.0 -0.7
H -7.7973 0.6013 -3.0410 0.0 0.0 -0.3
H -8.3257 -2.4816 -1.1270 -0.4 -0.2 0.2
H -7.0710 -3.5120 -1.9039 -0.3 0.9 0.1
H -8.3909 -2.9092 -2.9157 0.2 0.1 1.2
H -7.4919 0.3106 -0.1787 -0.3 -0.2 0.6
C -0.2239 -0.5391 -1.7463 -0.7 0.0 -0.4
C 0.7609 0.0390 -0.8176 0.5 1.0 2.0
O 0.2104 0.5671 0.4561 0.4 0.3 -1.7
H 0.3235 -0.9233 -2.5869 0.3 -0.5 -0.5
H -0.9249 0.1707 -2.1732 -0.2 0.3 0.3
H -0.7623 -1.3449 -1.2715 -0.3 -0.4 0.0
H 1.2589 0.9266 -1.2460 -0.1 -0.5 0.2
H 1.4924 -0.7223 -0.5312 0.2 0.3 -0.3
H -0.0346 -0.0792 1.1031 -0.2 -0.8 0.2